Density functional theory data (ωB97M-V/def2-TZVPD) for a structure of composition C3H10NS at a distorted geometry.

maximum force	3.96	eV/A
Kohn-Sham gap	7.9248	eV
energy above the lowest of the compared OMol25 structures with the same formula, charge and spin	418.9	kJ/mol
HOMO	-0.5150	Ha
energy	-572.8396	hartree
LUMO level	-0.224	Ha
total charge	+1

Last column: Löwdin charge in e.
Element x y z (Å)
C  -1.59484  0.81441  0.15226  -0.3569
N  -2.77254  0.08580  0.32682  0.0464
H  -1.50255  1.29847  -0.83769  0.0877
H  -1.49468  1.49918  0.99885  0.0843
H  -2.61760  -0.85014  -0.06642  0.1094
H  -3.24279  0.14612  1.18118  0.0835
C  0.84695  0.25655  -1.69516  -0.1232
S  0.18028  -0.30470  0.28726  0.7897
C  2.25004  -0.87471  1.28172  0.0643
H  -0.09951  0.55444  -2.24986  0.0570
H  1.32359  -0.72539  -1.90548  0.0277
H  1.64520  0.96009  -1.44961  0.0271
H  2.26610  0.07443  1.73011  -0.0085
H  1.84727  -1.84599  1.74389  0.0741
H  2.96509  -1.08858  0.50212  0.0373